Record 1
Formula: C20H26F3N3O3
Source: OMol25
Level of theory: ωB97M-V with the def2-TZVPD basis set

Cartesian coordinates (Å):
C1 1.8043 2.6545 1.0484
N1 1.9126 1.5223 0.1566
C2 1.3246 0.3276 0.3830
O1 1.4536 -0.6183 -0.3787
C3 0.4679 0.1534 1.6262
H1 0.5323 0.9818 2.3260
H2 0.8015 -0.7614 2.1184
C4 -1.0013 -0.0498 1.1458
N2 -1.8544 -0.8213 2.0207
C5 -2.1790 -0.1097 3.2351
C6 -3.0702 1.0647 2.8416
N3 -2.4357 1.8234 1.7893
C7 -1.5626 1.3400 0.8827
O2 -1.1731 2.0247 -0.0437
H3 -2.8310 2.7277 1.5690
H4 -4.0374 0.6789 2.4954
H5 -3.2420 1.7226 3.6985
H6 -1.2865 0.2533 3.7709
H7 -2.7315 -0.7705 3.9056
C8 -1.4560 -2.2074 2.2003
C9 -1.3826 -2.8983 0.8654
C10 -2.5460 -3.0540 0.1237
C11 -2.4957 -3.6553 -1.1247
C12 -1.2919 -4.1105 -1.6465
C13 -0.1352 -3.9510 -0.9057
C14 -0.1797 -3.3502 0.3405
H8 0.7347 -3.2201 0.8982
H9 0.8084 -4.2868 -1.3054
H10 -1.2656 -4.5729 -2.6209
C15 -3.7731 -3.8448 -1.8898
F1 -4.4497 -4.9396 -1.4765
F2 -4.6254 -2.8158 -1.7459
F3 -3.5868 -4.0030 -3.2077
H11 -3.4846 -2.6924 0.5148
H12 -2.2299 -2.6838 2.8106
H13 -0.4963 -2.3157 2.7326
H14 -0.9529 -0.5738 0.1845
C16 2.4928 1.7434 -1.1609
C17 3.9855 2.0777 -1.1203
H15 4.5430 1.2786 -0.6307
H16 4.1598 3.0102 -0.5805
C18 4.4767 2.2456 -2.5617
O3 3.7610 3.2429 -3.2501
C19 2.3839 2.9455 -3.3289
H17 1.9371 3.7642 -3.8964
C20 1.7525 2.8326 -1.9409
H18 0.6945 2.5827 -2.0159
H19 1.8473 3.7953 -1.4366
H20 2.2360 2.0045 -3.8809
H21 5.5218 2.5625 -2.5825
H22 4.3841 1.2843 -3.0912
H23 2.3681 0.7896 -1.6867
H24 2.1218 2.3846 2.0572
H25 2.4653 3.4416 0.6964
H26 0.7849 3.0458 1.0723

Computed properties:
E_tot ... -39928.7041 eV
Spin multiplicity ... 1
Gap between HOMO and LUMO ... 9.46 eV
LUMO ... 0.549 eV
Net charge ... 0
Relative energy (zero: lowest compared OMol25 entry of this formula, charge and spin) ... 4.7 kcal per mole



Record 2
Formula: C20H26FeO7
Source: OMol25
Level of theory: ωB97M-V with the def2-TZVPD basis set

Cartesian coordinates (Å):
C1 1.6844 3.7937 1.1823
C2 0.8895 2.5034 1.1181
C3 0.3443 2.2323 -0.2796
C4 -0.3938 0.8943 -0.3799
C5 0.4472 -0.2899 -0.0412
C6 -0.1211 -1.2716 0.8538
O1 0.5115 -2.2157 1.3218
O2 -1.4672 -1.0841 1.1053
C7 -2.0670 -2.2258 1.6745
C8 -3.5758 -2.0832 1.7516
C9 1.6656 -0.4698 -0.7899
O3 2.4643 -1.3747 -0.5690
O4 1.8348 0.4352 -1.8183
C10 2.9276 0.1083 -2.6439
C11 2.9900 1.0016 -3.8708
H1 2.0643 4.0018 2.1834
H2 2.5395 3.7582 0.5070
H3 1.0731 4.6437 0.8805
H4 1.5138 1.6577 1.4304
H5 0.0609 2.5221 1.8361
H6 -0.3134 3.0548 -0.5846
H7 1.1731 2.2470 -0.9958
H8 -1.2627 0.9115 0.2875
H9 -0.7915 0.7445 -1.3897
H10 -1.7775 -3.0860 1.0578
H11 -1.6181 -2.3798 2.6616
H12 -4.0629 -2.9488 2.2030
H13 -3.8516 -1.2055 2.3354
H14 -4.0043 -1.9472 0.7586
H15 3.8314 0.1908 -2.0296
H16 2.8217 -0.9498 -2.9165
H17 3.8297 0.7612 -4.5248
H18 2.0769 0.9136 -4.4601
H19 3.0814 2.0494 -3.5843
O5 0.5944 -3.3673 7.0788
C12 1.4991 -2.7755 6.7218
Fe1 2.9709 -1.8329 6.0416
C13 2.5045 -0.2596 6.9998
O6 2.2301 0.7009 7.5455
C14 4.0732 -2.3613 7.4998
O7 4.7553 -2.6829 8.3526
C15 2.1641 -1.2240 4.1684
C16 2.3258 -2.7398 4.1325
C17 3.6680 -3.2671 4.6361
C18 4.7043 -2.3937 4.9238
C19 4.5148 -0.9713 4.8366
C20 3.2454 -0.4085 4.4654
H20 1.2148 -0.7845 3.8527
H21 1.4607 -3.2727 4.5788
H22 2.2699 -3.0128 3.0543
H23 3.8301 -4.3461 4.7063
H24 5.6763 -2.7865 5.2397
H25 5.3540 -0.3062 5.0490
H26 3.1309 0.6786 4.4313

Computed properties:
E_tot ... -69876.4595 eV
Spin multiplicity ... 5
Gap between HOMO and LUMO (alpha / beta) ... 6.43 / 5.48 eV
LUMO (alpha / beta) ... 0.620 / -1.962 eV
Net charge ... 0



Record 3
Formula: C20H26N2O2
Source: OMol25
Level of theory: ωB97M-V with the def2-TZVPD basis set

Cartesian coordinates (Å):
N1 0.3968 0.5033 -1.2692
O1 -1.1727 -0.0184 1.8717
O2 0.8606 0.2446 0.0963
C1 -0.8113 3.6504 -4.7676
C2 -2.2222 4.0557 -4.5551
C3 -0.2809 2.5960 -3.9652
C4 -2.9769 3.5716 -3.5376
C5 -0.4821 1.5511 -1.5055
C6 -1.5019 3.7044 1.3191
C7 -2.5865 4.4126 0.7535
C8 -0.8013 2.6998 0.7006
C9 -2.9018 4.2038 -0.6088
C10 -1.0267 2.5295 -0.5903
C11 -2.1179 3.1477 -1.2316
N2 1.7777 -3.0787 1.1313
C12 1.9124 -3.8279 3.6605
C13 1.9653 -5.3003 1.5402
C14 3.9033 -3.9752 2.1693
C15 -0.8913 -1.2428 1.1540
C16 -1.0640 1.8198 -2.9213
C17 -2.4040 2.6024 -2.6095
C18 1.6200 -1.6610 1.4230
C19 0.4951 -1.1209 0.5083
C20 2.4159 -4.0000 2.1321
H1 -1.5297 0.7081 1.3490
H2 -0.2174 4.1524 -5.5766
H3 -2.6318 4.4891 -5.3558
H4 0.7883 2.5268 -4.0223
H5 -4.0750 3.6603 -3.4764
H6 -1.2350 3.9228 2.3601
H7 -3.1124 5.1660 1.2505
H8 0.0186 2.2412 1.2110
H9 -3.6264 4.8417 -1.1373
H10 2.1996 -3.2523 0.1674
H11 2.3612 -3.0612 4.2563
H12 0.9109 -3.6783 3.8413
H13 2.1367 -4.7611 4.1561
H14 2.4795 -5.3840 0.5400
H15 0.9267 -5.5305 1.3414
H16 2.3471 -6.0385 2.2338
H17 4.1662 -4.1391 1.1465
H18 4.2022 -2.9993 2.4408
H19 4.4546 -4.6246 2.7973
H20 -1.6670 -1.3421 0.4164
H21 -1.0000 -2.1238 1.7489
H22 -1.2407 0.8344 -3.3956
H23 -3.1285 1.8458 -2.5688
H24 1.2753 -1.5428 2.4565
H25 2.5831 -1.2309 1.3294
H26 0.5084 -1.7477 -0.4079

Computed properties:
E_tot ... -28231.0398 eV
Spin multiplicity ... 1
Gap between HOMO and LUMO ... 8.66 eV
LUMO ... 0.180 eV
Net charge ... 0
Relative energy (zero: lowest compared OMol25 entry of this formula, charge and spin) ... 179.5 kcal per mole



Record 4
Formula: C20H26N2O2SiYb
Source: OMol25
Level of theory: ωB97M-V with the def2-TZVPD basis set

Cartesian coordinates (Å):
C1 -3.2346 2.3136 2.7044
C2 -3.3643 1.2405 1.7852
C3 -2.6385 0.1423 2.2918
H1 -3.9177 1.2611 0.8606
C4 -2.0519 0.5277 3.5173
C5 -2.4220 1.8740 3.7706
H2 -2.1373 2.4581 4.6304
H3 -3.6780 3.2908 2.6052
H4 -2.5147 -0.8108 1.8063
H5 -1.4261 -0.0888 4.1411
Yb1 -1.1481 1.8353 1.8720
C6 0.1251 0.4671 0.8015
H6 0.4101 -0.3539 1.4687
H7 1.0565 0.8405 0.3602
H8 -0.4386 0.0156 -0.0227
Si1 2.5853 -1.9096 -1.8593
C7 1.5346 -1.7975 -3.4043
C8 0.1605 -2.0483 -3.3530
H9 -0.2997 -2.3368 -2.4157
C9 -0.6264 -1.9475 -4.4901
H10 -1.6884 -2.1467 -4.4312
C10 -0.0520 -1.5940 -5.7037
H11 -0.6651 -1.5167 -6.5922
C11 1.3109 -1.3452 -5.7749
H12 1.7644 -1.0748 -6.7197
C12 2.0952 -1.4477 -4.6346
H13 3.1596 -1.2581 -4.7070
C13 2.0924 -3.3929 -0.8297
C14 1.8203 -4.6235 -1.4343
H14 1.8695 -4.7163 -2.5127
C15 1.4727 -5.7304 -0.6753
H15 1.2646 -6.6748 -1.1612
C16 1.3892 -5.6269 0.7068
H16 1.1164 -6.4900 1.3000
C17 1.6518 -4.4128 1.3245
H17 1.5824 -4.3258 2.4010
C18 1.9987 -3.3070 0.5610
H18 2.1934 -2.3633 1.0564
H19 2.4387 -0.6987 -1.0063
H20 4.0096 -1.9854 -2.2850
C19 -0.9116 6.3455 3.8191
O1 -0.6236 6.0613 2.4979
C20 -0.6780 4.8053 1.9839
O2 -1.0608 3.8766 2.6660
N1 -0.2842 4.5636 0.7234
N2 -0.2592 3.2553 0.2568
H21 -0.7858 7.4321 4.0008
H22 -0.2170 5.7922 4.4895
H23 -1.9583 6.0574 4.0577
H24 0.0588 5.3335 0.1287
H25 -0.8191 3.1943 -0.6237
H26 0.7402 3.0404 0.0476

Computed properties:
E_tot ... -67635.9447 eV
Spin multiplicity ... 2
Gap between HOMO and LUMO (alpha / beta) ... 7.49 / 7.50 eV
LUMO (alpha / beta) ... -3.422 / -3.407 eV
Net charge ... +1
Relative energy (zero: lowest compared OMol25 entry of this formula, charge and spin) ... 0.0 kcal per mole



Record 5
Formula: C20H26N2O2SiYb
Source: OMol25
Level of theory: ωB97M-V with the def2-TZVPD basis set

Cartesian coordinates (Å):
C1 -1.0144 -1.7839 1.1596
C2 -2.0771 -0.9381 0.7677
C3 -2.1386 -0.9463 -0.6464
H1 -2.7488 -0.4040 1.4448
C4 -1.1208 -1.7971 -1.1336
C5 -0.4069 -2.3254 -0.0159
H2 0.4090 -3.0201 -0.0475
H3 -0.7244 -2.0272 2.1871
H4 -2.8794 -0.4221 -1.2579
H5 -0.9173 -2.0448 -2.1793
Yb1 -0.1149 -0.0748 -0.0076
C6 -0.2342 3.6597 -1.7979
H6 -1.1506 2.9535 -2.3322
H7 0.6799 3.2581 -2.2516
H8 -0.4597 3.3554 -0.7441
Si1 -1.6403 4.2200 -3.0475
C7 -2.7773 5.3080 -2.0629
C8 -3.9302 4.7889 -1.4311
H9 -4.1859 3.7319 -1.5549
C9 -4.7399 5.6237 -0.6507
H10 -5.6268 5.2052 -0.1678
C10 -4.4263 6.9801 -0.4949
H11 -5.0628 7.6231 0.1092
C11 -3.2960 7.5005 -1.1366
H12 -3.0524 8.5628 -1.0327
C12 -2.4682 6.6797 -1.9142
H13 -1.5892 7.0853 -2.4159
C13 -2.5023 3.4567 -4.5035
C14 -3.7027 4.0738 -4.9131
H14 -4.0366 4.9814 -4.3928
C15 -4.4600 3.5253 -5.9482
H15 -5.3908 4.0140 -6.2398
C16 -4.0248 2.3699 -6.6069
H16 -4.6286 1.9373 -7.3977
C17 -2.7990 1.7926 -6.2544
H17 -2.4394 0.9165 -6.7959
C18 -2.0275 2.3328 -5.2174
H18 -1.0548 1.8999 -4.9477
H19 -0.0014 4.7145 -1.5777
H20 -0.3407 4.7512 -3.5800
C19 3.9842 -1.4173 2.2108
O1 3.4370 -0.1075 2.5525
C20 2.4948 0.2862 1.7155
O2 2.1586 -0.2995 0.6556
N1 1.8447 1.4111 2.1265
N2 0.9157 1.9813 1.1903
H21 4.7508 -1.5870 2.9602
H22 4.4202 -1.4136 1.2107
H23 3.2114 -2.1890 2.2756
H24 2.2497 1.9579 2.8673
H25 0.3063 2.6222 1.7190
H26 1.4358 2.5778 0.5322

Computed properties:
E_tot ... -67632.8097 eV
Spin multiplicity ... 2
Gap between HOMO and LUMO (alpha / beta) ... 5.12 / 7.36 eV
LUMO (alpha / beta) ... -2.783 / -3.261 eV
Net charge ... +1
Relative energy (zero: lowest compared OMol25 entry of this formula, charge and spin) ... 72.3 kcal per mole



Please write out number 5 again, unchanged.
Formula: C20H26N2O2SiYb
Source: OMol25
Level of theory: ωB97M-V with the def2-TZVPD basis set

Cartesian coordinates (Å):
C1 -1.0144 -1.7839 1.1596
C2 -2.0771 -0.9381 0.7677
C3 -2.1386 -0.9463 -0.6464
H1 -2.7488 -0.4040 1.4448
C4 -1.1208 -1.7971 -1.1336
C5 -0.4069 -2.3254 -0.0159
H2 0.4090 -3.0201 -0.0475
H3 -0.7244 -2.0272 2.1871
H4 -2.8794 -0.4221 -1.2579
H5 -0.9173 -2.0448 -2.1793
Yb1 -0.1149 -0.0748 -0.0076
C6 -0.2342 3.6597 -1.7979
H6 -1.1506 2.9535 -2.3322
H7 0.6799 3.2581 -2.2516
H8 -0.4597 3.3554 -0.7441
Si1 -1.6403 4.2200 -3.0475
C7 -2.7773 5.3080 -2.0629
C8 -3.9302 4.7889 -1.4311
H9 -4.1859 3.7319 -1.5549
C9 -4.7399 5.6237 -0.6507
H10 -5.6268 5.2052 -0.1678
C10 -4.4263 6.9801 -0.4949
H11 -5.0628 7.6231 0.1092
C11 -3.2960 7.5005 -1.1366
H12 -3.0524 8.5628 -1.0327
C12 -2.4682 6.6797 -1.9142
H13 -1.5892 7.0853 -2.4159
C13 -2.5023 3.4567 -4.5035
C14 -3.7027 4.0738 -4.9131
H14 -4.0366 4.9814 -4.3928
C15 -4.4600 3.5253 -5.9482
H15 -5.3908 4.0140 -6.2398
C16 -4.0248 2.3699 -6.6069
H16 -4.6286 1.9373 -7.3977
C17 -2.7990 1.7926 -6.2544
H17 -2.4394 0.9165 -6.7959
C18 -2.0275 2.3328 -5.2174
H18 -1.0548 1.8999 -4.9477
H19 -0.0014 4.7145 -1.5777
H20 -0.3407 4.7512 -3.5800
C19 3.9842 -1.4173 2.2108
O1 3.4370 -0.1075 2.5525
C20 2.4948 0.2862 1.7155
O2 2.1586 -0.2995 0.6556
N1 1.8447 1.4111 2.1265
N2 0.9157 1.9813 1.1903
H21 4.7508 -1.5870 2.9602
H22 4.4202 -1.4136 1.2107
H23 3.2114 -2.1890 2.2756
H24 2.2497 1.9579 2.8673
H25 0.3063 2.6222 1.7190
H26 1.4358 2.5778 0.5322

Computed properties:
E_tot ... -67632.8097 eV
Spin multiplicity ... 2
Gap between HOMO and LUMO (alpha / beta) ... 5.12 / 7.36 eV
LUMO (alpha / beta) ... -2.783 / -3.261 eV
Net charge ... +1
Relative energy (zero: lowest compared OMol25 entry of this formula, charge and spin) ... 72.3 kcal per mole



- What is the E_tot in the fourth record?
  -67635.9447 eV



- Number 2 is which compound?
  C20H26FeO7



- Which value of E_tot does entry 3 give?
  -28231.0398 eV